# CH6N2O3S

A single CH6N2O3S molecule in a non-equilibrium geometry (ωB97M-V/def2-TZVPD, the OMol25 dataset).

Frontier orbital gap (eV): 10.3736
Energy above the lowest of the compared OMol25 structures with the same formula, charge and spin (kJ/mol): 102.0
Total energy (Eh): -775.06076
Molecular weight (g mol⁻¹): 126.14
Charge: 0
Highest occupied orbital energy (eV): -9.93
Structure (SMILES): NCNS(=O)(=O)O

The geometry in XYZ format:
```
13
Properties=species:S:1:pos:R:3:forces:R:3
C -1.38680 -0.53300 -0.58255 1.6 -0.4 2.8
N -0.19445 -0.94146 0.67376 -0.3 -0.4 -1.4
N -1.10148 0.71629 -0.95481 0.2 1.8 -2.1
O 1.35941 -0.48962 -1.11490 0.6 0.4 -0.5
O 2.44574 -0.74703 1.09178 -1.2 -0.7 -0.2
O 1.18198 1.21977 0.77003 -1.0 -0.4 -1.3
S 1.30391 -0.36158 0.29981 0.4 0.4 1.0
H -2.34419 -0.54085 -0.12566 -0.5 -0.8 1.1
H -1.24418 -1.23977 -1.31025 0.3 -1.9 -1.5
H -0.49011 -0.36782 1.42574 -0.5 0.2 1.3
H 1.71050 1.35360 1.55469 0.5 -0.2 0.3
H -0.91695 1.20841 -0.11059 0.1 1.4 0.0
H -0.32336 0.72306 -1.61704 -0.2 0.5 0.6
```
Forces are in eV/Å.